{"formula": "C3H6N2O", "method": "ωB97M-V/def2-TZVPD", "homo_lumo_gap_ev": 9.07, "homo_energy_ev": -8.568, "symbols": ["C", "C", "O", "H", "H", "N", "H", "N", "C", "H", "H", "H"], "positions_angstrom": [[0.782, -0.046, 2.088], [0.138, -0.582, 0.865], [1.155, 1.088, 2.296], [-0.417, 0.363, -2.511], [-1.793, -0.182, -1.524], [-0.399, -1.593, 0.555], [-0.455, -1.241, -1.771], [0.094, 0.668, -0.460], [-0.690, -0.156, -1.613], [1.044, 0.996, -0.705], [0.859, -0.850, 2.842], [-0.319, 1.533, -0.062]]}



{"formula": "C22H23ClN4O4S2", "method": "ωB97M-V/def2-TZVPD", "homo_lumo_gap_ev": 7.06, "homo_energy_ev": -7.549, "symbols": ["O", "H", "C", "C", "H", "C", "H", "N", "C", "C", "H", "O", "C", "C", "H", "H", "H", "H", "Cl", "H", "C", "H", "S", "H", "C", "N", "N", "H", "H", "S", "H", "C", "H", "H", "H", "C", "H", "C", "C", "C", "C", "C", "C", "C", "O", "O", "C", "H", "H", "H", "H", "H", "C", "C", "C", "N"], "positions_angstrom": [[-1.609, 1.813, 2.299], [2.069, 0.033, -3.323], [0.707, 2.813, 1.755], [3.280, 0.547, 0.381], [-1.620, 0.148, 5.060], [-0.322, -1.363, 0.602], [-0.922, -1.556, -5.975], [2.735, 1.860, 2.335], [0.994, -2.794, 1.598], [3.664, 1.313, 1.537], [2.747, -1.681, 2.075], [-4.314, 0.949, 4.189], [1.566, -0.897, -3.796], [-0.833, 0.488, -2.788], [0.483, -2.625, -5.193], [-1.389, 0.777, -4.879], [0.060, 1.561, -4.021], [0.932, 1.220, 4.287], [4.023, -0.172, -0.835], [2.258, -1.439, -4.064], [-0.797, -0.445, -0.672], [1.233, -1.385, 2.850], [-4.432, 2.151, -0.652], [-2.302, -0.212, 1.340], [-0.417, 2.048, 2.640], [1.816, 1.786, 1.321], [-2.729, 0.403, 0.592], [0.052, 3.087, 0.802], [2.280, -2.714, 3.390], [-2.417, 1.040, -2.187], [4.746, 0.841, 2.362], [1.977, 1.260, 0.199], [0.697, -2.289, -2.444], [1.013, -0.249, -5.729], [0.211, -3.195, 2.076], [-3.766, 1.019, 3.174], [-0.985, -2.030, -4.018], [-1.909, 0.333, -0.645], [1.898, -2.079, 2.497], [-3.860, 1.173, 0.532], [-2.180, 1.062, 3.276], [-0.026, 1.162, 3.855], [-0.213, -1.830, -5.031], [-0.443, 0.578, -4.031], [0.781, -1.913, 0.503], [-0.882, -1.414, 1.708], [0.500, -0.783, -4.783], [1.615, -1.093, -1.501], [1.429, 1.188, -0.538], [0.984, 3.571, 2.394], [1.510, -3.589, 1.084], [-5.182, 1.507, 2.130], [-0.255, -0.769, -1.874], [0.995, -1.313, -2.365], [-1.269, 0.726, 4.373], [-4.179, 1.373, 2.127]]}



{"formula": "C3H12NOS", "method": "ωB97M-V/def2-TZVPD", "homo_lumo_gap_ev": 10.44, "total_charge": 1, "homo_energy_ev": -13.637, "symbols": ["H", "C", "H", "H", "H", "H", "H", "S", "C", "H", "H", "N", "C", "H", "H", "O", "H", "H"], "positions_angstrom": [[1.348, 0.115, 2.124], [1.623, 1.582, 0.058], [-0.558, -2.345, -0.669], [1.316, -0.396, -0.916], [1.562, 1.985, 1.113], [-3.687, -1.191, -1.973], [-1.041, 0.759, 0.498], [-1.149, -1.709, 0.451], [0.974, 0.158, -0.024], [2.748, 1.445, -0.401], [2.251, -0.686, 1.164], [1.383, -0.503, 1.376], [-0.552, -0.013, -0.093], [-3.974, -0.134, -0.843], [-0.923, 0.072, -1.096], [-3.379, -0.254, -1.750], [0.798, -1.306, 1.577], [1.259, 2.420, -0.595]]}



{"formula": "C2H6INOS", "method": "ωB97M-V/def2-TZVPD", "homo_lumo_gap_ev": [7.64, 6.76], "homo_energy_ev": [-9.061, -9.024], "symbols": ["H", "H", "N", "I", "H", "H", "H", "H", "S", "C", "O", "C"], "positions_angstrom": [[0.091, 0.443, -1.689], [-3.400, -0.968, -0.808], [-0.098, -1.246, 0.760], [-3.976, 0.048, -2.115], [1.655, -0.255, 1.046], [1.496, -1.117, -0.507], [1.167, 1.470, -0.615], [-0.555, 1.202, -0.144], [-2.548, -2.191, 0.420], [0.370, 0.745, -0.612], [-1.217, -1.255, 0.160], [0.901, -0.432, 0.157]]}



Which formula does entry 2 have? C22H23ClN4O4S2



Copy entry 3 word for word.
{"formula": "C3H12NOS", "method": "ωB97M-V/def2-TZVPD", "homo_lumo_gap_ev": 10.44, "total_charge": 1, "homo_energy_ev": -13.637, "symbols": ["H", "C", "H", "H", "H", "H", "H", "S", "C", "H", "H", "N", "C", "H", "H", "O", "H", "H"], "positions_angstrom": [[1.348, 0.115, 2.124], [1.623, 1.582, 0.058], [-0.558, -2.345, -0.669], [1.316, -0.396, -0.916], [1.562, 1.985, 1.113], [-3.687, -1.191, -1.973], [-1.041, 0.759, 0.498], [-1.149, -1.709, 0.451], [0.974, 0.158, -0.024], [2.748, 1.445, -0.401], [2.251, -0.686, 1.164], [1.383, -0.503, 1.376], [-0.552, -0.013, -0.093], [-3.974, -0.134, -0.843], [-0.923, 0.072, -1.096], [-3.379, -0.254, -1.750], [0.798, -1.306, 1.577], [1.259, 2.420, -0.595]]}